Record 1
Entry from OMol25: 2 unconnected molecules or ions with the total composition C14H25BClFN2O2 at a distorted geometry (wB97M-V/def2-TZVPD).

The geometry in ORCA input format:
```
! RIJCOSX wB97M-V def2-TZVPD def2/J DEFGRID3
* xyz 0 1
C -3.003 -3.152 2.777
C -2.920 -2.019 1.704
F -2.641 -0.801 2.387
C -1.885 -2.286 0.539
N -1.400 -0.954 0.078
C -2.232 -0.306 -0.824
C -1.914 0.995 -1.353
C -0.667 1.614 -0.898
C 0.206 0.917 0.074
B 1.529 1.694 0.533
O 2.157 1.587 1.801
N 2.123 2.647 -0.449
C 3.580 2.814 -0.230
C 1.533 3.996 -0.157
C -0.216 -0.404 0.523
C 0.702 -1.191 1.510
C 1.734 -2.014 0.596
C 3.233 -1.750 0.940
Cl 3.710 -2.247 2.619
H -3.274 -2.649 3.747
H -2.030 -3.675 2.968
H -3.837 -3.881 2.585
H -3.927 -1.884 1.224
H -1.053 -2.974 0.812
H -2.466 -2.776 -0.289
H -3.190 -0.776 -1.143
H -2.610 1.481 -2.087
H -0.418 2.608 -1.324
H 2.815 0.875 1.843
H 4.158 1.871 -0.446
H 3.944 3.557 -0.999
H 3.851 3.228 0.776
H 0.455 3.889 0.146
H 1.557 4.650 -1.067
H 2.053 4.532 0.681
H 0.113 -1.948 2.085
H 1.201 -0.533 2.257
H 1.456 -3.095 0.629
H 1.594 -1.688 -0.475
H 3.848 -2.375 0.236
H 3.564 -0.694 0.768
C -2.286 0.649 -4.997
O -2.263 1.653 -4.107
H -1.300 0.267 -5.352
H -2.783 -0.301 -4.677
H -2.801 0.846 -5.963
*
```

Summary:
* Kohn-Sham gap: 4.30 eV
* HOMO: -0.1968 hartree
* DFT total energy: -37911.3103 eV



Record 2
Entry from OMol25: a molecular structure, C3H2BiFO2 at a distorted geometry (wB97M-V/def2-TZVPD).

The geometry in ORCA input format:
```
! RIJCOSX wB97M-V def2-TZVPD def2/J DEFGRID3
* xyz 1 2
F -1.950 -2.409 -2.246
O 1.481 0.039 0.029
O 1.506 -0.131 2.327
C 0.172 0.478 -0.545
C -0.345 0.603 0.808
C 0.943 0.135 1.288
H 0.291 1.402 -1.138
H -1.276 0.920 1.270
Bi -0.824 -1.036 -1.793
*
```

Summary:
* Kohn-Sham gap (spin up / spin down): 6.39 / 7.42 eV
* ⟨S²⟩: 0.90
* HOMO (spin up / spin down): -0.5104 / -0.5625 hartree
* DFT total energy: -15781.7453 eV



Record 3
Entry from OMol25: a molecular structure, C39H56BaF4N2O9P2 at a distorted geometry (wB97M-V/def2-TZVPD).

The geometry in ORCA input format:
```
! RIJCOSX wB97M-V def2-TZVPD def2/J DEFGRID3
* xyz 0 1
Ba -0.467 0.636 0.166
C 0.485 2.265 -3.443
C 0.428 3.463 -2.492
N -0.946 3.918 -2.235
C -1.591 4.453 -3.431
C -1.012 5.761 -3.978
C -1.038 4.829 -1.075
C -1.244 4.052 0.228
N -0.049 3.328 0.626
C 0.971 4.001 1.161
C 2.171 3.295 1.448
F 2.180 1.955 1.225
C 3.316 3.860 1.934
F 4.388 3.056 2.140
C 3.412 5.209 2.216
C 2.257 5.927 1.990
F 2.247 7.251 2.251
C 1.092 5.371 1.512
F 0.029 6.211 1.377
H 1.449 1.759 -3.344
H 0.355 2.544 -4.493
H -0.298 1.542 -3.186
H 1.053 4.278 -2.881
H 0.844 3.176 -1.538
H -2.650 4.597 -3.197
H -1.547 3.689 -4.211
H -1.085 6.568 -3.245
H -1.562 6.068 -4.873
H 0.040 5.656 -4.256
H -1.900 5.489 -1.222
H -0.154 5.471 -0.991
H -2.037 3.317 0.001
H -1.593 4.719 1.018
H 4.322 5.671 2.571
C -5.781 -2.587 -0.460
C -5.238 -1.195 -0.238
C -5.315 -0.314 -1.468
O -3.863 -1.332 0.287
P -2.535 -1.194 -0.484
O -2.276 0.179 -0.983
C -1.319 -1.785 0.751
P -1.500 -0.901 2.319
O -1.375 0.563 2.173
O -2.860 -1.332 2.916
C -3.087 -2.002 4.201
C -3.336 -3.461 3.919
C -4.247 -1.307 4.871
O -0.415 -1.544 3.230
C 0.495 -0.731 4.099
C 1.728 -0.364 3.316
C 0.786 -1.580 5.307
O -2.674 -2.295 -1.582
C -1.601 -2.712 -2.528
C -1.735 -1.904 -3.796
C -1.768 -4.196 -2.730
H -6.829 -2.527 -0.763
H -5.714 -3.180 0.454
H -5.215 -3.092 -1.246
H -5.766 -0.715 0.578
H -4.790 -0.765 -2.316
H -4.889 0.673 -1.288
H -6.365 -0.197 -1.739
H -0.313 -1.591 0.338
H -1.455 -2.856 0.918
H -2.192 -1.898 4.809
H -4.193 -3.574 3.249
H -3.547 -3.990 4.851
H -2.462 -3.924 3.455
H -5.150 -1.412 4.264
H -4.039 -0.243 4.996
H -4.429 -1.747 5.854
H -0.043 0.169 4.389
H 2.180 -1.257 2.877
H 2.464 0.110 3.970
H 1.514 0.351 2.523
H 1.276 -2.509 5.004
H -0.126 -1.827 5.854
H 1.452 -1.036 5.979
H -0.634 -2.505 -2.060
H -2.712 -2.069 -4.259
H -0.957 -2.204 -4.503
H -1.616 -0.838 -3.593
H -2.737 -4.426 -3.184
H -1.694 -4.728 -1.780
H -0.975 -4.561 -3.388
O 1.731 -2.827 -0.261
C 2.618 -1.783 -0.704
C 1.721 -0.562 -1.042
O 2.188 0.556 -1.154
O 0.452 -0.821 -1.204
C 3.266 -2.233 -2.022
C 2.479 -2.326 -3.174
C 3.010 -2.815 -4.357
C 4.341 -3.225 -4.408
C 5.131 -3.126 -3.273
C 4.596 -2.633 -2.085
C 3.643 -1.466 0.392
C 4.035 -2.482 1.264
C 4.984 -2.254 2.253
C 5.551 -0.993 2.397
C 5.166 0.025 1.538
C 4.230 -0.209 0.536
H 2.186 -3.666 -0.389
H 1.441 -1.998 -3.142
H 2.388 -2.872 -5.243
H 4.760 -3.606 -5.332
H 6.172 -3.429 -3.305
H 5.228 -2.554 -1.209
H 3.604 -3.471 1.185
H 5.276 -3.063 2.912
H 6.289 -0.808 3.170
H 5.588 1.018 1.642
H 3.934 0.598 -0.120
*
```

Summary:
* Kohn-Sham gap: 5.81 eV
* HOMO: -0.2139 hartree
* DFT total energy: -92904.8863 eV



Record 4
Entry from OMol25: a molecular structure, C10H9NO2S at a distorted geometry (wB97M-V/def2-TZVPD).

The geometry in ORCA input format:
```
! RIJCOSX wB97M-V def2-TZVPD def2/J DEFGRID3
* xyz 0 1
C 2.359 1.017 -0.040
C 2.042 -0.086 -0.921
C 1.526 1.264 1.076
C 1.093 -0.986 -0.516
C 0.518 0.435 1.379
C 0.268 -0.706 0.578
C -2.541 1.373 -0.881
C -1.643 0.440 -1.190
C -3.601 1.132 0.098
C -0.758 -1.724 0.905
N -2.524 -1.114 -0.668
O -4.222 1.987 0.732
O -1.625 -2.051 -0.315
S -3.595 -0.654 0.546
H 3.181 1.649 -0.292
H 2.550 -0.266 -1.894
H 1.724 2.052 1.726
H 1.046 -1.983 -1.010
H -0.146 0.670 2.127
H -2.309 2.392 -1.189
H -0.617 0.246 -1.302
H -0.513 -2.772 1.301
H -1.572 -1.396 1.676
*
```

Summary:
* Kohn-Sham gap (spin up / spin down): 8.21 / 8.21 eV
* HOMO (spin up / spin down): -0.3088 / -0.3088 hartree
* DFT total energy: -26930.6691 eV



Record 5
Entry from OMol25: C5H3N in the gas phase at a distorted geometry (wB97M-V/def2-TZVPD).

The geometry in ORCA input format:
```
! RIJCOSX wB97M-V def2-TZVPD def2/J DEFGRID3
* xyz 0 1
C -0.881 -0.242 -0.305
C -0.196 -1.031 0.571
C 1.043 1.342 -0.193
C -0.253 1.095 -0.494
C 1.018 -0.546 0.862
N 1.973 0.121 0.817
H -1.855 -0.545 -0.783
H -0.170 -2.088 0.566
H -0.678 1.894 -1.040
*
```

Summary:
* Kohn-Sham gap: 8.98 eV
* HOMO: -0.3375 hartree
* DFT total energy: -6717.8788 eV



Record 6
Entry from OMol25: a molecular structure, C3H5NS2 at a distorted geometry (wB97M-V/def2-TZVPD).

The geometry in ORCA input format:
```
! RIJCOSX wB97M-V def2-TZVPD def2/J DEFGRID3
* xyz 0 1
C -2.172 1.066 -1.298
C -0.771 0.393 0.323
C 0.718 0.423 0.013
N -1.697 -0.167 -0.937
S -3.070 1.515 -2.592
S -1.741 1.857 0.209
H -1.081 -0.248 1.067
H 1.192 1.369 0.092
H 0.794 0.187 -1.113
H 1.255 -0.342 0.424
H -1.305 -0.762 -1.687
*
```

Summary:
* Kohn-Sham gap: 9.10 eV
* HOMO: -0.3179 hartree
* DFT total energy: -26351.2068 eV



Record 7
Entry from OMol25: a molecular structure, C40H51BrN2O4RhSSi (wB97M-V/def2-TZVPD).

The geometry in ORCA input format:
```
! RIJCOSX wB97M-V def2-TZVPD def2/J DEFGRID3
* xyz 1 5
Rh -0.453 0.929 -0.185
O -3.247 -2.579 1.278
C -4.403 -1.945 1.028
C -5.577 -2.581 1.432
C -6.799 -1.993 1.191
C -6.891 -0.760 0.537
C -5.743 -0.129 0.131
C -4.479 -0.699 0.371
C -3.271 -0.013 -0.052
O -2.129 -0.470 0.236
N -3.427 1.127 -0.804
N -2.268 1.620 -1.178
C -2.335 2.664 -2.000
C -1.246 3.280 -2.622
C -1.543 4.424 -3.429
C -0.582 5.078 -4.125
C 0.757 4.608 -4.062
C 1.095 3.521 -3.317
C 0.122 2.808 -2.558
O 0.503 1.780 -1.895
H -2.516 -2.014 0.965
H -5.496 -3.536 1.931
H -7.700 -2.499 1.511
H -7.857 -0.311 0.353
H -5.787 0.823 -0.378
H -3.334 3.037 -2.210
H -2.572 4.761 -3.470
H -0.825 5.942 -4.726
H 1.525 5.127 -4.622
H 2.114 3.160 -3.272
C 0.177 -1.589 2.582
C -0.264 -0.800 3.825
C 0.293 -1.519 5.069
C -1.800 -0.881 3.869
Si 0.369 1.006 3.796
Br -1.064 2.060 2.269
C 0.070 2.003 5.396
C 1.190 1.690 6.405
C -1.275 1.638 6.044
C 0.041 3.521 5.157
C 2.111 1.236 3.033
C 2.151 0.971 1.520
C 3.087 0.261 3.719
C 2.641 2.663 3.233
H -0.254 -2.594 2.643
H 1.258 -1.707 2.512
H -0.181 -1.144 1.652
H -0.017 -2.568 5.036
H -0.092 -1.099 5.997
H 1.384 -1.505 5.116
H -2.090 -1.935 3.891
H -2.254 -0.439 2.982
H -2.230 -0.402 4.744
H 1.279 0.624 6.622
H 0.964 2.195 7.348
H 2.164 2.051 6.072
H -1.308 0.607 6.395
H -2.116 1.803 5.368
H -1.424 2.281 6.915
H 0.953 3.909 4.711
H -0.086 4.016 6.124
H -0.799 3.817 4.528
H 1.725 0.014 1.221
H 3.193 0.976 1.184
H 1.663 1.790 0.975
H 2.857 -0.782 3.500
H 3.105 0.382 4.803
H 4.099 0.456 3.353
H 1.977 3.410 2.795
H 3.611 2.749 2.734
H 2.796 2.911 4.282
O 0.602 -0.920 -0.762
S 0.646 -1.262 -2.255
C 2.322 -0.827 -2.785
C 2.425 -0.709 -4.282
C 3.370 -1.445 -4.985
C 3.465 -1.327 -6.364
C 2.613 -0.475 -7.050
C 1.668 0.266 -6.352
C 1.577 0.152 -4.974
C 0.740 -3.065 -2.217
C 1.143 -3.645 -3.542
C 2.296 -4.414 -3.639
C 2.687 -4.940 -4.863
C 1.935 -4.683 -5.999
C 0.782 -3.915 -5.908
C 0.382 -3.405 -4.684
H 3.021 -1.551 -2.366
H 2.464 0.137 -2.293
H 4.030 -2.120 -4.454
H 4.205 -1.905 -6.901
H 2.685 -0.387 -8.126
H 1.004 0.936 -6.882
H 0.840 0.733 -4.431
H -0.258 -3.377 -1.902
H 1.447 -3.307 -1.422
H 2.886 -4.613 -2.752
H 3.580 -5.548 -4.927
H 2.242 -5.087 -6.954
H 0.191 -3.716 -6.792
H -0.523 -2.813 -4.617
*
```

Summary:
* Kohn-Sham gap (spin up / spin down): 7.50 / 5.79 eV
* ⟨S²⟩: 6.04
* HOMO (spin up / spin down): -0.3857 / -0.3980 hartree
* DFT total energy: -145236.4842 eV



Record 8
Entry from OMol25: a gas-phase ion, BrHNO2S (charge -1) at a distorted geometry (wB97M-V/def2-TZVPD).

The geometry in ORCA input format:
```
! RIJCOSX wB97M-V def2-TZVPD def2/J DEFGRID3
* xyz -1 1
N -1.094 0.218 -0.575
O 0.440 2.032 -0.032
O 1.415 -0.368 -0.033
S 0.051 0.704 0.423
Br -1.834 -1.343 0.168
H 1.023 -1.243 0.049
*
```

Summary:
* Kohn-Sham gap: 7.34 eV
* HOMO: -0.1413 hartree
* DFT total energy: -86478.8840 eV



Q: The highest DFT total energy belongs to which entry?
A: C5H3N



What did the first record say?
Entry from OMol25: 2 unconnected molecules or ions with the total composition C14H25BClFN2O2 at a distorted geometry (wB97M-V/def2-TZVPD).

The geometry in ORCA input format:
```
! RIJCOSX wB97M-V def2-TZVPD def2/J DEFGRID3
* xyz 0 1
C -3.003 -3.152 2.777
C -2.920 -2.019 1.704
F -2.641 -0.801 2.387
C -1.885 -2.286 0.539
N -1.400 -0.954 0.078
C -2.232 -0.306 -0.824
C -1.914 0.995 -1.353
C -0.667 1.614 -0.898
C 0.206 0.917 0.074
B 1.529 1.694 0.533
O 2.157 1.587 1.801
N 2.123 2.647 -0.449
C 3.580 2.814 -0.230
C 1.533 3.996 -0.157
C -0.216 -0.404 0.523
C 0.702 -1.191 1.510
C 1.734 -2.014 0.596
C 3.233 -1.750 0.940
Cl 3.710 -2.247 2.619
H -3.274 -2.649 3.747
H -2.030 -3.675 2.968
H -3.837 -3.881 2.585
H -3.927 -1.884 1.224
H -1.053 -2.974 0.812
H -2.466 -2.776 -0.289
H -3.190 -0.776 -1.143
H -2.610 1.481 -2.087
H -0.418 2.608 -1.324
H 2.815 0.875 1.843
H 4.158 1.871 -0.446
H 3.944 3.557 -0.999
H 3.851 3.228 0.776
H 0.455 3.889 0.146
H 1.557 4.650 -1.067
H 2.053 4.532 0.681
H 0.113 -1.948 2.085
H 1.201 -0.533 2.257
H 1.456 -3.095 0.629
H 1.594 -1.688 -0.475
H 3.848 -2.375 0.236
H 3.564 -0.694 0.768
C -2.286 0.649 -4.997
O -2.263 1.653 -4.107
H -1.300 0.267 -5.352
H -2.783 -0.301 -4.677
H -2.801 0.846 -5.963
*
```

Summary:
* Kohn-Sham gap: 4.30 eV
* HOMO: -0.1968 hartree
* DFT total energy: -37911.3103 eV



Q: Number 6 is which compound?
A: C3H5NS2



Q: Number 4 is which compound?
A: C10H9NO2S